97
Properties=species:S:1:pos:R:3 method="wB97M-V/def2-TZVPD" smiles="CC[C@H](Br)N(CCCF)C(=O)OC[C@@H](O)CN.CNC(C)=O.CNC(C)=O.CNC(C)=O.CNC(C)=O.CNC(C)=O" orbital_gap_ev=9.17 e_homo_ev=-8.80 multiplicity=1 lumo_energy_ev=0.37
C 0.212 -5.080 0.652
C 1.067 -4.417 -0.524
C 2.145 -3.311 -0.012
Br 2.540 -3.414 1.930
N 1.659 -1.991 -0.488
C 2.733 -0.958 -0.562
C 3.048 -0.737 -2.144
C 4.583 -0.939 -2.509
F 4.895 -2.329 -2.219
C 0.465 -1.528 0.217
O 0.420 -0.988 1.326
O -0.781 -1.676 -0.491
C -0.799 -0.791 -1.639
C -1.404 -1.454 -2.963
O -1.557 -0.433 -4.004
C -0.456 -2.598 -3.599
N -1.141 -3.940 -3.608
H -0.566 -5.759 0.154
H 0.859 -5.742 1.307
H -0.351 -4.282 1.241
H 1.611 -5.241 -1.084
H 0.369 -3.895 -1.271
H 3.117 -3.530 -0.566
H 2.456 0.035 -0.068
H 3.714 -1.285 -0.074
H 2.605 0.254 -2.482
H 2.472 -1.550 -2.721
H 5.303 -0.308 -1.898
H 4.683 -0.716 -3.631
H -1.496 0.080 -1.368
H 0.212 -0.345 -1.914
H -2.448 -1.899 -2.805
H -0.671 -0.248 -4.376
H 0.535 -2.649 -3.029
H -0.210 -2.358 -4.683
H -2.106 -3.796 -3.956
H -1.216 -4.298 -2.646
C 1.455 0.409 3.693
C 2.655 0.654 4.570
O 3.696 0.021 4.441
N 2.557 1.614 5.529
C 1.423 2.462 5.835
H 1.684 -0.381 2.981
H 0.606 0.090 4.301
H 1.206 1.315 3.137
H 3.399 1.721 6.076
H 1.732 3.503 5.719
H 1.136 2.288 6.875
H 0.574 2.264 5.188
C 6.416 3.808 0.421
C 6.236 3.026 -0.851
O 5.308 3.238 -1.620
N 7.146 2.054 -1.139
C 8.304 1.652 -0.368
H 5.615 4.542 0.509
H 6.368 3.140 1.284
H 7.370 4.339 0.405
H 6.958 1.576 -2.007
H 9.193 1.783 -0.989
H 8.198 0.594 -0.117
H 8.412 2.231 0.546
C -5.990 -4.420 -0.299
C -4.509 -4.278 -0.525
O -3.864 -5.107 -1.155
N -3.885 -3.186 -0.006
C -4.460 -2.102 0.760
H -6.340 -5.337 -0.772
H -6.203 -4.479 0.770
H -6.521 -3.577 -0.745
H -2.893 -3.163 -0.201
H -4.275 -1.167 0.225
H -3.960 -2.062 1.729
H -5.531 -2.226 0.910
C -2.608 3.163 3.394
C -2.472 3.351 4.881
O -1.387 3.542 5.416
N -3.602 3.304 5.638
C -4.965 3.091 5.201
H -1.624 3.227 2.931
H -3.029 2.180 3.176
H -3.240 3.948 2.972
H -3.430 3.438 6.624
H -5.561 3.956 5.500
H -5.352 2.201 5.703
H -5.036 2.958 4.124
C -4.163 1.811 -4.368
C -3.979 3.029 -3.503
O -4.307 3.045 -2.324
N -3.428 4.138 -4.070
C -2.978 4.318 -5.433
H -4.611 1.012 -3.776
H -4.830 2.039 -5.202
H -3.196 1.465 -4.738
H -3.338 4.912 -3.428
H -1.917 4.576 -5.414
H -3.538 5.147 -5.873
H -3.122 3.424 -6.036

***

15
Properties=species:S:1:pos:R:3 method="wB97M-V/def2-TZVPD" smiles="CN(C)/C=N/C=O" orbital_gap_ev=9.82 de_lowest_kcal_mol=51.5 e_homo_ev=-9.29 multiplicity=1 lumo_energy_ev=0.52
C -1.236 -1.518 0.342
C 0.639 -0.333 1.663
C 0.093 0.234 -0.646
C 0.830 2.042 -1.832
H -1.741 -1.334 1.349
H -0.888 -2.595 0.061
H -1.947 -1.164 -0.459
H 1.600 0.287 1.400
H 0.039 0.090 2.467
H 0.943 -1.391 2.040
H -0.743 0.269 -1.347
H -0.057 1.822 -2.491
N -0.070 -0.564 0.403
N 1.056 1.134 -0.812
O 1.481 3.023 -2.139

***

73
Properties=species:S:1:pos:R:3 method="wB97M-V/def2-TZVPD" orbital_gap_ev="6.72 / 6.74" e_homo_ev="-16.63 / -16.63" multiplicity=3 lumo_energy_ev="-9.91 / -9.89" total_charge=+3
Tm -0.779 -0.056 -0.068
P -1.621 -2.517 0.666
P 1.553 -0.484 1.669
P 1.192 -1.207 -1.680
H -3.370 1.406 -2.527
C -3.185 0.323 -2.382
C -1.982 -0.120 -1.873
H -1.047 0.488 -2.125
C -3.080 -2.202 1.768
C -0.656 -3.659 1.732
C -2.303 -3.641 -0.592
C 2.805 0.859 1.748
C 0.727 -0.187 3.284
C 2.651 -1.904 2.060
C 0.833 -1.168 -3.476
C 1.573 -2.973 -1.376
C 2.891 -0.516 -1.675
H -3.989 -0.313 -2.805
H -1.961 -1.142 -1.339
H -3.775 -1.491 1.290
H -2.760 -1.773 2.731
H -3.613 -3.148 1.955
H -0.400 -3.144 2.669
H 0.274 -3.986 1.243
H -1.274 -4.540 1.953
H -3.008 -3.124 -1.256
H -2.844 -4.428 -0.052
H -1.528 -4.103 -1.217
H 3.371 0.771 2.690
H 2.286 1.826 1.683
H 3.491 0.768 0.894
H 1.378 -0.507 4.108
H -0.232 -0.722 3.343
H 0.505 0.884 3.373
H 3.234 -1.682 2.970
H 3.344 -2.107 1.233
H 2.026 -2.790 2.224
H 1.686 -1.616 -4.006
H 0.707 -0.125 -3.809
H -0.079 -1.734 -3.715
H 2.228 -3.309 -2.195
H 0.657 -3.582 -1.368
H 2.099 -3.106 -0.419
H 3.406 -0.856 -2.579
H 3.451 -0.850 -0.796
H 2.852 0.579 -1.678
C 1.401 3.027 -2.609
C 0.330 3.306 -3.456
C 0.465 3.070 -4.827
C 1.752 2.835 -5.348
C 2.871 2.825 -4.517
C 2.703 2.846 -3.114
Se 0.802 2.968 -0.704
H -0.643 2.637 -1.075
H -0.590 3.691 -2.999
H -0.432 3.126 -5.456
H 1.892 2.647 -6.404
H 3.863 2.661 -4.938
H 3.554 2.643 -2.451
N -2.411 1.383 1.072
C -2.017 1.770 2.421
C -2.465 1.019 3.507
C -2.055 1.370 4.802
C -1.266 2.513 4.998
C -0.834 3.261 3.897
C -1.200 2.882 2.595
H -3.306 0.887 1.088
H -2.550 2.169 0.425
H -3.125 0.164 3.343
H -2.349 0.755 5.661
H -0.998 2.813 6.018
H -0.250 4.168 4.060
H -0.876 3.475 1.729

***

17
Properties=species:S:1:pos:R:3 method="wB97M-V/def2-TZVPD" smiles="CC1=C(C)[N+](C)=C1" orbital_gap_ev="8.48 / 8.48" de_lowest_kcal_mol=62.2 e_homo_ev="-13.51 / -13.51" multiplicity=1 lumo_energy_ev="-5.03 / -5.03" total_charge=+1
C 0.787 -1.189 0.478
C 1.230 -0.351 -0.492
C -0.170 0.562 -0.002
C 2.324 -0.126 -1.384
C -1.024 1.734 -0.068
C -1.431 -0.648 1.686
N -0.344 -0.414 0.821
H 0.959 -2.168 0.917
H 1.991 0.326 -2.413
H 2.720 -1.038 -1.518
H 3.091 0.488 -1.032
H -2.079 1.425 0.031
H -0.975 2.463 -0.934
H -0.580 2.154 0.816
H -1.123 -0.659 2.742
H -1.920 -1.624 1.573
H -2.194 0.123 1.652

***

14
Properties=species:S:1:pos:R:3 method="wB97M-V/def2-TZVPD" orbital_gap_ev="7.63 / 7.62" de_lowest_kcal_mol=99.5 e_homo_ev="-8.94 / -8.94" multiplicity=1 lumo_energy_ev="-1.31 / -1.31"
C 0.263 -1.352 0.907
C -0.622 0.874 -0.747
C 0.708 -0.401 -0.179
C 1.004 1.388 0.602
C -1.582 0.113 -1.258
O -0.335 2.058 -0.489
O 1.452 -0.696 -1.079
O 0.846 1.464 1.759
H 1.748 1.710 -0.125
H -0.189 -2.230 0.446
H 1.147 -1.677 1.460
H -0.441 -0.886 1.592
H -2.571 0.549 -1.347
H -1.427 -0.915 -1.540

***

25
Properties=species:S:1:pos:R:3 method="wB97M-V/def2-TZVPD" smiles=Cc1cc(NCc2cccnc2)no1 orbital_gap_ev=9.23 de_lowest_kcal_mol=33.7 e_homo_ev=-8.47 multiplicity=1 lumo_energy_ev=0.76
C 3.496 1.005 3.105
C 2.834 0.262 2.004
C 1.824 0.599 1.154
C 1.654 -0.566 0.347
N 2.510 -1.498 0.708
O 3.244 -0.987 1.743
N 0.740 -0.798 -0.628
H 0.829 -1.692 -1.084
C -0.005 0.223 -1.317
C -1.486 -0.066 -1.296
C -2.105 -0.522 -0.135
N -3.395 -0.785 -0.048
C -4.145 -0.608 -1.123
C -3.639 -0.161 -2.334
C -2.284 0.113 -2.419
H -1.849 0.462 -3.346
H -4.285 -0.034 -3.189
H -5.195 -0.836 -1.003
H -1.527 -0.687 0.765
H 0.333 0.321 -2.358
H 0.177 1.179 -0.818
H 1.284 1.522 1.119
H 3.189 0.598 4.068
H 4.577 0.901 3.026
H 3.225 2.055 3.060

***

65
Properties=species:S:1:pos:R:3 method="wB97M-V/def2-TZVPD" orbital_gap_ev="6.79 / 6.79" de_lowest_kcal_mol=60.9 e_homo_ev="-11.01 / -11.01" multiplicity=2 lumo_energy_ev="-4.22 / -4.22" total_charge=+1
Mn 0.620 -0.052 -0.258
C 4.174 0.321 -0.652
O 3.109 -0.601 -0.484
C 3.418 -1.887 -0.980
C 2.195 -2.779 -0.738
O 1.398 -2.257 0.320
C 2.065 -2.342 1.578
C 1.455 -1.323 2.502
O 1.410 -0.042 1.880
C 2.255 0.952 2.464
H 4.481 0.379 -1.700
H 5.038 0.021 -0.054
H 3.812 1.294 -0.326
H 4.308 -2.273 -0.473
H 3.640 -1.849 -2.052
H 2.512 -3.799 -0.510
H 1.549 -2.791 -1.606
H 3.130 -2.142 1.449
H 1.931 -3.341 1.997
H 2.025 -1.279 3.429
H 0.434 -1.619 2.724
H 1.975 1.123 3.504
H 2.107 1.867 1.894
H 3.305 0.652 2.416
Se 2.279 2.061 -3.427
N 1.459 1.387 -4.816
C 0.758 0.347 -4.401
C -0.085 -0.493 -5.175
C -0.728 -1.495 -4.515
C -0.573 -1.672 -3.114
N 0.200 -0.938 -2.355
C 0.872 0.059 -2.997
N 1.657 0.848 -2.305
H -0.203 -0.322 -6.237
H -1.385 -2.166 -5.050
H -1.109 -2.472 -2.615
C -2.602 -0.263 0.286
N -1.503 -0.017 1.270
C -1.802 -0.860 2.458
N -3.109 -0.590 3.035
C -4.137 -0.818 2.011
N -3.909 0.031 0.842
C -3.941 1.434 1.266
N -2.923 1.698 2.291
C -1.613 1.399 1.741
C -3.172 0.820 3.434
H -2.567 -1.317 -0.004
H -2.432 0.354 -0.592
H -1.053 -0.663 3.226
H -1.762 -1.912 2.164
H -5.116 -0.595 2.434
H -4.110 -1.866 1.705
H -4.925 1.662 1.676
H -3.756 2.074 0.401
H -0.851 1.560 2.508
H -1.419 2.062 0.910
H -4.162 1.030 3.841
H -2.423 1.012 4.205
Cl 1.348 3.808 -0.458
C -0.150 3.803 -1.441
C -0.717 2.385 -1.720
O -1.398 2.220 -2.716
O -0.450 1.497 -0.834
H 0.052 4.307 -2.379
H -0.887 4.369 -0.877

***

15
Properties=species:S:1:pos:R:3 method="wB97M-V/def2-TZVPD" orbital_gap_ev=9.03 de_lowest_kcal_mol=20.5 e_homo_ev=-13.31 multiplicity=1 lumo_energy_ev=-4.28 total_charge=+1
C 0.351 -1.193 0.909
C 0.928 1.049 -0.653
C -0.352 0.695 -1.318
N -0.776 -0.966 0.445
N 0.775 -1.852 1.973
N -1.389 1.475 -1.210
S 1.752 -0.412 -0.087
H 1.852 1.453 -1.134
H 0.882 1.815 0.136
H -0.420 -0.218 -2.031
H -1.645 -1.148 0.899
H -0.071 -2.130 2.529
H 1.741 -2.146 1.905
H -2.260 1.243 -1.705
H -1.367 2.335 -0.658